This record from the OMol25 dataset describes C3H2N2O2 in the gas phase at a distorted geometry. The level of theory is wB97M-V/def2-TZVPD.

Summary:
Energy relative to the best compared isomer or geometry (same formula, charge and spin), kcal per mole: 26.0
Charge: 0
Structure (SMILES): [H]/N=C(/C#N)OC=O
Maximum force, hartree/bohr: 0.0216
Energy, eV: -10217.0618

Each line ends with the natural charge from an NBO analysis.
Geometry (Å):
H 1.92 1.39 0.97  0.364
N 1.93 0.83 0.11  -0.564
C 0.83 0.24 -0.04  0.457
C 0.62 -0.67 -1.17  0.183
N 0.40 -1.44 -2.00  -0.228
O -0.20 0.26 0.86  -0.525
C -1.48 -0.12 0.48  0.650
O -2.09 0.38 -0.41  -0.480
H -1.83 -0.93 1.13  0.141